(1)
The following is a quantum chemistry calculation of a cluster of 6 separate species, C32H63BNO10 in total in a non-equilibrium geometry, from the OMol25 dataset.

Calculated values
Expectation value of S² ... 0.754
HOMO level (alpha / beta) ... -8.29 / -9.21 eV
Spin multiplicity ... 2

Each line ends with the Löwdin charge.
Atoms and positions in Å:
H (6.459, -2.389, -0.928)  0.0890
H (-0.647, -8.189, 2.316)  0.1135
H (1.586, -6.224, -0.859)  0.0807
C (-2.467, 2.274, -1.373)  -0.1670
H (5.184, -1.023, 0.983)  0.0846
H (2.367, 2.789, 1.909)  0.1167
H (1.495, -0.928, -0.705)  0.1149
C (-2.235, -7.842, 0.899)  -0.1664
O (-3.890, 3.628, 1.423)  -0.1587
H (-2.945, 11.048, 2.343)  0.1141
H (-3.313, -0.914, -1.187)  0.1110
C (-3.622, 5.550, 2.782)  -0.1767
H (5.755, -3.830, -1.562)  0.0801
B (2.619, -1.556, -3.143)  -0.6183
H (1.663, 3.113, -1.834)  0.1107
C (2.814, -3.861, -2.040)  -0.0649
C (3.139, 1.793, -0.985)  -0.2035
H (3.318, 3.694, -2.052)  0.1144
H (1.872, -5.600, 0.726)  0.0935
H (-3.740, 7.967, 0.230)  0.1136
H (-1.697, -9.597, 2.117)  0.1097
H (4.013, -2.009, 1.859)  0.0890
H (-4.549, 11.679, 1.952)  0.1120
H (-2.326, 8.602, 1.093)  0.1210
H (-4.734, 4.635, 4.448)  0.1120
H (-1.990, 0.670, -0.017)  0.1053
C (2.638, -2.349, -1.772)  -0.2751
H (4.632, -1.466, -1.784)  0.1269
H (3.512, 4.187, 0.336)  0.1135
H (-2.867, 6.196, 3.224)  0.1134
C (-3.409, 8.702, 0.965)  -0.2043
H (4.232, 1.769, -0.907)  0.1233
O (1.805, -0.456, -3.354)  0.1600
C (-0.356, -9.199, 0.433)  -0.2067
C (4.895, -2.038, 1.231)  -0.0186
H (-2.073, 4.570, 1.612)  0.1154
H (0.948, -4.653, -0.503)  0.0531
H (6.497, -3.847, 0.077)  0.0883
H (-1.914, -6.876, -1.039)  0.1209
O (-0.910, -1.784, 0.730)  0.0670
H (-3.587, 1.369, 0.283)  0.1009
H (1.621, -2.423, 0.136)  0.1206
H (2.823, 1.026, -1.693)  0.0937
C (1.461, -2.003, -0.853)  -0.1184
C (3.925, -1.818, -1.040)  -0.0488
O (-1.461, -3.708, -0.213)  0.1665
O (3.484, -1.906, -4.167)  0.1585
C (-3.931, 10.782, 1.955)  -0.1709
H (-4.255, 9.708, 3.835)  0.1180
H (-4.499, 0.301, -1.703)  0.1189
O (4.121, -4.634, 1.274)  0.0076
O (-2.718, 0.344, -2.728)  -0.1485
H (0.148, -3.198, -2.108)  0.1227
H (5.035, -5.833, -0.795)  0.0722
C (-1.969, 1.560, -2.622)  -0.2054
H (-2.719, -7.130, 1.567)  0.1133
C (1.788, -5.309, -0.315)  -0.0120
H (-3.137, 3.943, 4.140)  0.1133
H (1.945, -4.258, -2.556)  0.1266
H (-1.712, 2.921, -0.927)  0.1051
C (-2.875, 1.101, -0.494)  -0.1659
H (-4.493, 6.158, 2.552)  0.1022
H (1.853, 4.703, 0.014)  0.1103
H (3.619, -0.945, -0.477)  0.0957
C (2.647, 3.180, -1.365)  -0.1599
C (-3.437, 0.123, -1.504)  -0.1921
O (-0.346, -8.117, -0.502)  -0.1534
C (3.135, -4.713, -0.805)  -0.4397
H (3.641, -3.968, -2.737)  0.1144
H (5.709, -2.523, 1.753)  0.0763
C (0.071, -2.375, -1.411)  -0.0687
H (2.948, -2.279, -4.882)  0.1208
C (-0.837, -2.733, -0.277)  -0.5431
H (-2.100, 2.149, -3.531)  0.1162
H (3.945, -6.113, -2.217)  0.0900
C (2.529, 3.849, 0.000)  -0.1679
H (-5.660, 3.590, 2.470)  0.1178
H (-0.771, -10.081, -0.068)  0.1153
C (4.019, -5.937, -1.148)  -0.0074
C (-3.791, 10.125, 0.588)  -0.1697
H (0.953, 2.615, 0.851)  0.1119
C (4.570, -2.820, -0.065)  -0.4575
H (-5.623, 9.644, 2.708)  0.1187
O (2.595, 1.502, 0.307)  -0.1502
H (0.667, -9.423, 0.738)  0.1152
C (-4.531, 9.653, 2.781)  -0.1955
H (-3.271, 5.432, 0.625)  0.1091
H (-3.056, 10.604, -0.057)  0.1126
C (2.045, 2.698, 0.871)  -0.1995
H (-3.342, 2.884, -1.607)  0.1165
H (-0.907, 1.298, -2.527)  0.1042
H (-0.869, -6.280, 0.261)  0.0930
H (3.592, -6.804, -0.667)  0.0750
H (0.864, -0.683, -3.359)  0.0986
C (-4.023, 4.374, 3.666)  -0.1647
H (-0.396, -1.522, -1.905)  0.1194
C (-1.236, -8.759, 1.594)  -0.1721
C (-3.133, 4.838, 1.530)  -0.1993
H (-4.475, 2.357, 2.945)  0.1159
H (-3.012, -8.437, 0.413)  0.1131
C (-1.360, -7.168, -0.146)  -0.2038
N (3.669, -3.919, 0.319)  -0.1362
C (-4.596, 3.400, 2.647)  -0.2012
C (5.917, -3.280, -0.641)  -0.0144
H (-0.184, -1.932, 1.351)  0.1154
O (-4.035, 8.430, 2.224)  -0.1720
H (-4.754, 10.132, 0.071)  0.1151

=====

(2)
The following is a quantum chemistry calculation of a cluster of 5 separate species, C32H63ClFNO13PS4 in total in a non-equilibrium geometry, from the OMol25 dataset.

Calculated values
HOMO level ... -3.55 eV
Total charge ... -1

Each line ends with the Löwdin charge.
Atoms and positions in Å:
S (2.608, -0.005, 5.102)  0.6622
H (-5.845, 5.013, -6.050)  0.1056
H (4.508, -0.448, 6.478)  0.1088
H (5.636, -2.150, -0.312)  0.0732
H (1.226, 3.315, -0.127)  0.0702
C (-8.325, -1.907, 1.833)  -0.2225
C (-2.994, 4.970, -4.705)  -0.2171
O (4.324, -5.115, 0.266)  -0.3372
O (5.015, -7.293, 1.339)  -0.3243
C (3.589, -0.978, 6.235)  -0.2291
O (2.766, -0.540, 3.776)  -0.3176
H (-4.760, 7.034, -4.016)  0.1188
C (4.267, 1.903, 1.914)  -0.2127
H (-6.532, 5.399, -4.446)  0.1058
H (-4.002, 2.105, -1.986)  0.0897
C (-2.884, 2.527, -0.166)  -0.2074
H (-1.392, 4.079, -0.401)  0.1130
H (-2.677, 7.032, -5.325)  0.1151
H (4.286, -3.326, -0.609)  0.0544
O (-4.701, 4.133, -2.885)  -0.3172
H (-3.530, 3.417, 0.078)  0.1037
H (-2.595, 2.101, 0.830)  0.0968
H (-0.532, 1.224, -1.505)  0.0955
O (-6.806, -0.890, -1.221)  -0.3156
C (-2.056, -2.343, 1.065)  -0.1320
H (-1.344, -0.952, -0.781)  0.1240
C (0.986, 2.841, -1.106)  -0.2541
C (-3.762, 1.552, -1.021)  -0.1865
O (5.357, 4.363, -1.225)  -0.3622
H (5.761, 4.186, -0.361)  0.0354
H (4.633, 2.683, 2.629)  0.1273
C (-6.020, -1.361, 1.249)  -0.2331
C (-2.282, -0.535, -0.313)  -0.2316
H (6.126, -8.691, -1.220)  0.1170
H (0.415, -0.931, 4.950)  0.1028
H (5.367, -0.097, 0.368)  0.1199
C (5.948, -7.770, -1.782)  -0.2260
H (-2.498, 5.221, -3.768)  0.1025
O (2.816, 1.391, 5.400)  -0.3180
C (1.294, -1.510, 6.864)  -0.2187
H (6.228, -5.638, -1.476)  0.1134
H (4.672, 0.892, 2.203)  0.1062
H (4.529, -2.484, 1.053)  0.0792
H (0.517, 0.396, 6.138)  0.1062
H (-1.900, 3.409, -1.992)  0.0978
S (4.764, -6.484, 0.170)  0.6779
C (4.114, 1.766, -2.933)  -0.7132
H (-2.448, 0.376, -2.369)  0.1116
H (3.044, -1.984, 8.086)  0.1133
H (-9.112, -1.888, 2.588)  0.1097
O (4.990, 2.516, -3.417)  -0.1037
H (1.302, -2.521, 6.447)  0.1171
H (7.101, -6.647, -0.287)  0.1078
H (-7.017, -0.677, 3.038)  0.1184
H (2.792, -6.771, -1.140)  0.1058
O (-6.788, 1.016, 0.433)  -0.3206
H (-4.763, 1.338, -0.563)  0.0753
C (-0.429, 2.135, -0.872)  -0.2137
H (3.819, -1.926, 5.746)  0.1098
H (-9.094, 0.007, 1.121)  0.1021
H (2.482, 1.737, 3.179)  0.0323
C (-5.617, 5.332, -5.032)  -0.2363
C (4.473, -7.689, -2.188)  -0.2172
C (1.010, -0.495, 5.751)  -0.2150
C (4.741, 0.089, -0.549)  -0.0943
H (-8.308, -2.912, 1.403)  0.1151
H (-1.193, -2.737, 0.470)  0.0918
H (-5.779, -2.301, 0.752)  0.1111
C (3.528, 2.072, -1.502)  -0.4221
H (-6.593, -2.393, 3.076)  0.1131
P (3.733, 3.964, -1.239)  0.6850
C (-3.394, 6.226, -5.485)  -0.2160
C (2.677, -1.186, 7.439)  -0.2260
C (3.664, -7.385, -0.924)  -0.2206
S (-4.521, 4.117, -4.312)  0.6570
H (-0.382, 1.765, 0.192)  0.1040
C (-6.952, -1.587, 2.435)  -0.2225
S (-6.984, -0.376, 0.114)  0.6580
H (-1.609, -1.634, 1.819)  0.0890
H (1.807, 0.860, -0.808)  0.0994
H (0.789, 3.593, -1.913)  0.0732
H (0.519, -1.479, 7.631)  0.1119
H (-1.946, 0.114, 0.530)  0.0991
H (3.358, -8.298, -0.414)  0.1022
H (1.640, 1.341, -2.542)  0.1170
H (4.340, -6.882, -2.913)  0.1208
H (2.624, -0.269, 8.032)  0.1182
H (2.925, -0.976, 0.235)  0.1281
O (3.709, 0.784, -3.660)  -0.1012
C (-3.057, 0.206, -1.447)  -0.1478
H (6.608, -7.772, -2.650)  0.1147
C (3.726, -1.127, -0.527)  -0.3181
O (-4.601, 2.902, -5.083)  -0.3192
C (2.716, 1.823, 2.082)  -0.0846
H (-3.882, -0.490, -1.766)  0.1111
C (1.969, 1.695, -1.541)  -0.1447
H (-5.244, 7.375, -5.682)  0.1115
C (4.571, -2.388, -0.059)  -0.0610
H (4.133, -8.612, -2.660)  0.1121
H (-2.358, 4.314, -5.297)  0.1094
C (-8.593, -0.878, 0.730)  -0.2261
C (-1.637, 3.126, -0.944)  -0.1859
H (2.276, 2.791, 1.748)  0.0742
C (-4.803, 6.621, -5.028)  -0.2277
H (-5.106, -0.833, 1.512)  0.1026
C (6.199, -6.559, -0.891)  -0.2272
O (-3.004, -1.658, 0.240)  -0.2227
F (3.164, -1.403, -1.775)  -0.0316
Cl (2.999, 4.970, -2.965)  0.1786
N (4.120, 1.388, -0.358)  -0.1658
O (4.717, 2.199, 0.589)  -0.1966
H (-9.174, -1.303, -0.087)  0.1004
H (2.259, 0.927, 1.607)  0.0637
H (-3.407, 6.007, -6.556)  0.1161
H (5.475, 0.007, -1.397)  0.1467
H (-2.516, -3.199, 1.609)  0.0839